Record 1
Density functional theory data (the ωB97M-V functional and the def2-TZVPD basis) for a structure of composition C13H13NO4Tm at a distorted geometry.

Last column: Löwdin spin population.
Cartesian coordinates (Å):
Tm  0.95  -0.77  -2.23  1.746
O  -0.19  4.47  -4.06  0.000
C  0.02  3.48  -3.53  0.000
C  2.90  -0.85  -3.30  -0.014
O  3.93  -0.84  -3.96  -0.013
C  -0.97  -1.60  -3.14  -0.001
O  -1.94  -1.95  -3.67  -0.002
C  0.67  -0.24  -4.57  -0.001
O  0.54  0.09  -5.70  -0.004
C  -1.93  0.29  2.54  0.000
N  -1.61  0.77  1.15  0.000
C  -2.53  1.88  0.72  0.000
C  -0.12  1.12  0.95  0.007
C  0.70  -0.12  1.19  0.032
C  1.21  -0.47  2.46  0.013
C  1.87  -1.69  2.61  -0.005
C  2.13  -2.58  1.57  0.015
C  1.68  -2.22  0.25  0.029
C  0.95  -1.06  0.22  0.183
H  -1.58  1.05  3.23  0.000
H  -1.45  -0.67  2.70  0.000
H  -3.02  0.19  2.59  0.000
H  -1.82  -0.04  0.51  0.001
H  -2.27  2.76  1.31  0.000
H  -2.40  2.05  -0.33  0.000
H  -3.54  1.56  0.94  0.000
H  -0.02  1.55  -0.06  0.002
H  0.11  1.89  1.71  0.000
H  1.03  0.26  3.26  0.003
H  2.22  -1.95  3.61  0.000
H  2.63  -3.52  1.68  0.002
H  1.83  -2.83  -0.65  0.005

The total charge is +3. The calculation puts the highest occupied orbital energy (alpha / beta) at -19.2 / -19.0 eV. As for the spin multiplicity: 3. Its expectation value of S² is 2.041.

Record 2
Density functional theory data (the ωB97M-V functional and the def2-TZVPD basis) for a cluster of 10 separate species, C55H76BN10O2 in total at a distorted geometry.

Last column: Löwdin spin population.
Cartesian coordinates (Å):
C  1.60  -4.07  0.30  0.000
C  0.28  -3.34  -0.34  0.000
B  0.78  -2.57  -1.69  0.000
O  1.50  -3.42  -2.65  0.000
C  0.49  -0.98  -2.01  0.000
C  -0.50  -0.98  -3.29  0.000
C  -2.03  -1.29  -2.94  0.000
C  -2.61  -2.66  -2.54  0.000
C  -4.12  -2.76  -2.19  0.000
C  -5.11  -1.56  -2.20  0.000
C  -6.66  -1.70  -1.79  0.000
C  -4.54  -0.19  -2.64  0.000
C  -3.04  -0.08  -2.99  0.000
C  1.93  -0.33  -2.40  0.013
C  2.65  0.46  -1.20  0.026
C  3.98  1.14  -1.85  0.000
C  3.23  -0.52  -0.04  0.007
N  1.84  1.56  -0.59  0.353
O  2.26  2.76  -0.92  0.541
C  0.37  1.38  -0.78  0.026
C  -0.33  2.08  0.52  0.009
C  -0.22  2.20  -2.05  0.015
C  -0.06  -0.16  -0.74  0.001
H  2.54  -3.56  -0.13  0.000
H  1.52  -3.98  1.44  0.000
H  1.63  -5.15  -0.05  0.000
H  -0.25  -2.66  0.41  0.000
H  -0.42  -4.18  -0.70  0.000
H  2.45  -3.27  -2.45  0.000
H  -0.15  -1.83  -3.99  0.000
H  -0.40  -0.02  -3.93  0.000
H  -1.90  -3.56  -2.52  0.000
H  -4.55  -3.78  -1.87  0.000
H  -6.89  -0.80  -1.10  0.000
H  -7.37  -1.73  -2.68  0.000
H  -6.77  -2.62  -1.10  0.000
H  -5.20  0.74  -2.68  0.000
H  -2.65  0.96  -3.31  0.000
H  2.68  -1.14  -2.75  0.002
H  1.86  0.39  -3.30  0.000
H  3.73  1.76  -2.79  0.002
H  4.61  1.69  -1.09  -0.001
H  4.61  0.25  -2.24  0.000
H  3.59  0.12  0.85  0.001
H  4.14  -1.09  -0.43  0.000
H  2.46  -1.26  0.35  0.000
H  -0.31  1.35  1.41  0.000
H  0.08  3.11  0.75  0.000
H  -1.45  2.17  0.23  0.000
H  0.00  3.33  -1.97  0.001
H  0.25  1.83  -3.03  0.001
H  -1.36  2.10  -2.04  0.001
H  0.41  -0.61  0.21  0.000
H  -1.19  -0.21  -0.58  0.000
N  -5.84  -6.31  -2.61  0.000
C  -6.12  -7.48  -1.96  0.000
C  -5.25  -8.44  -2.42  0.000
C  -4.41  -7.83  -3.38  0.000
C  -4.79  -6.51  -3.48  0.000
H  -6.32  -5.44  -2.47  0.000
H  -6.91  -7.53  -1.22  0.000
H  -5.23  -9.47  -2.10  0.000
H  -3.62  -8.30  -3.94  0.000
H  -4.42  -5.70  -4.08  0.000
N  2.46  2.75  3.34  0.000
C  2.32  3.01  4.68  0.000
C  1.74  4.25  4.81  0.000
C  1.53  4.76  3.50  0.000
C  1.98  3.81  2.62  0.000
H  2.86  1.92  2.95  0.000
H  2.63  2.29  5.42  0.000
H  1.50  4.74  5.74  0.000
H  1.10  5.71  3.24  0.000
H  2.00  3.80  1.54  0.000
N  -0.64  3.12  7.35  0.000
C  -1.07  2.08  8.13  0.000
C  -2.22  2.48  8.77  0.000
C  -2.50  3.80  8.36  0.000
C  -1.51  4.18  7.48  0.000
H  0.18  3.11  6.77  0.000
H  -0.53  1.15  8.16  0.000
H  -2.80  1.88  9.45  0.000
H  -3.33  4.42  8.67  0.000
H  -1.34  5.10  6.94  0.000
N  6.85  0.38  1.60  0.000
C  7.48  0.03  2.76  0.000
C  8.37  -0.98  2.47  0.000
C  8.27  -1.24  1.08  0.000
C  7.32  -0.38  0.57  0.000
H  6.14  1.10  1.51  0.000
H  7.25  0.53  3.69  0.000
H  9.02  -1.47  3.17  0.000
H  8.83  -1.97  0.51  0.000
H  6.95  -0.25  -0.44  0.000
N  0.66  -8.41  -4.35  0.000
C  1.97  -8.55  -3.96  0.000
C  2.46  -7.30  -3.69  0.000
C  1.41  -6.37  -3.91  0.000
C  0.31  -7.09  -4.32  0.000
H  0.06  -9.17  -4.61  0.000
H  2.44  -9.52  -3.92  0.000
H  3.47  -7.07  -3.36  0.000
H  1.45  -5.30  -3.79  0.000
H  -0.68  -6.77  -4.58  0.000
N  -1.18  7.34  -4.42  0.000
C  -0.55  6.98  -3.26  0.000
C  0.34  5.98  -3.55  0.000
C  0.25  5.72  -4.94  0.000
C  -0.69  6.58  -5.45  0.000
H  -1.89  8.05  -4.50  0.000
H  -0.79  7.47  -2.32  0.000
H  0.99  5.49  -2.84  0.000
H  0.81  4.99  -5.50  0.000
H  -1.06  6.71  -6.45  0.000
N  7.89  2.49  -4.26  0.000
C  7.65  2.59  -2.92  0.000
C  6.98  3.77  -2.70  0.000
C  6.80  4.39  -3.96  0.000
C  7.37  3.58  -4.91  0.000
H  8.38  1.73  -4.71  0.000
H  7.99  1.82  -2.24  0.000
H  6.64  4.13  -1.74  0.000
H  6.30  5.33  -4.15  0.000
H  7.45  3.68  -5.98  0.000
N  -0.03  7.15  8.77  0.000
C  1.14  7.51  9.38  0.000
C  1.08  8.85  9.67  0.000
C  -0.18  9.32  9.22  0.000
C  -0.84  8.25  8.68  0.000
H  -0.27  6.23  8.45  0.000
H  1.92  6.77  9.56  0.000
H  1.86  9.42  10.15  0.000
H  -0.55  10.33  9.29  0.000
H  -1.82  8.18  8.23  0.000
N  -9.16  -5.98  -0.57  0.000
C  -9.58  -7.02  0.21  0.000
C  -10.73  -6.63  0.84  0.000
C  -11.01  -5.30  0.43  0.000
C  -10.03  -4.93  -0.45  0.000
H  -8.33  -5.98  -1.15  0.000
H  -9.03  -7.95  0.24  0.000
H  -11.31  -7.23  1.53  0.000
H  -11.85  -4.69  0.74  0.000
H  -9.87  -4.01  -0.99  0.000

The total charge is 0. The calculation puts the highest occupied orbital energy (alpha / beta) at -8.1 / -8.1 eV. As for the spin multiplicity: 2. Its expectation value of S² is 0.754.

- Which of these has the highest total charge?
  C13H13NO4Tm

- Among the records above, which one has the lowest spin multiplicity?
  C55H76BN10O2